[1]
{"formula": "C4H4ClNO2", "method": "wB97M-V/def2-TZVPD", "elements": ["O", "C", "C", "C", "Cl", "N", "C", "O", "H", "H", "H", "H"], "positions_angstrom": [[-1.7043, 0.9087, 1.0558], [-0.7078, 0.2337, 0.3817], [-0.6871, -1.1053, -0.1103], [0.5372, -1.2626, -0.6943], [1.2253, -2.6294, -1.4811], [1.2740, -0.1120, -0.5800], [0.4842, 0.8213, 0.0835], [0.9888, 2.0513, 0.3185], [-2.4570, 0.3453, 1.1922], [-1.4712, -1.8518, -0.0603], [2.1797, 0.0614, -0.9220], [0.3382, 2.5394, 0.8162]], "homo_lumo_gap_ha": 0.300, "lumo_ev": 0.65, "e_homo_ev": -7.52, "relative_energy_ev": 0.4551, "charge": 0}

=====

[2]
{"formula": "C6H14N3O3", "method": "wB97M-V/def2-TZVPD", "elements": ["C", "C", "C", "C", "C", "C", "N", "N", "N", "O", "O", "O", "H", "H", "H", "H", "H", "H", "H", "H", "H", "H", "H", "H", "H", "H"], "positions_angstrom": [[-2.7087, 1.5291, 0.2128], [0.4330, -3.7726, -0.4195], [-0.6346, -3.0086, 0.4118], [2.7693, 0.5729, -0.0733], [1.5208, 0.8947, 0.9338], [-0.9347, 2.9478, -0.8024], [-2.2595, 2.7242, -0.1929], [0.2126, 2.5191, 0.0523], [0.2941, 1.2881, 0.3557], [-1.9419, 0.5605, -0.0076], [0.4310, -5.1323, -0.4498], [1.2731, -3.0873, -0.9980], [-3.7899, 1.4443, 0.4632], [-0.0883, -2.3384, 1.0644], [-1.3673, -3.5872, 0.8766], [-1.2789, -2.3988, -0.2418], [2.2845, 0.3284, -1.0109], [3.2665, 1.6178, -0.0723], [3.3635, -0.0673, 0.4705], [1.8385, 1.6577, 1.6430], [1.2259, -0.0207, 1.3550], [-0.7461, 4.0399, -1.0131], [-0.9067, 2.3586, -1.8360], [-2.8730, 3.5226, 0.0672], [1.2575, -5.3173, -0.9167], [-0.6404, 0.7246, 0.1279]], "homo_lumo_gap_ha": 0.282, "lumo_ev": -5.34, "e_homo_ev": -13.01, "relative_energy_ev": 2.6582, "charge": 1}

=====

[3]
{"formula": "C2H3NOS", "method": "wB97M-V/def2-TZVPD", "elements": ["C", "N", "S", "C", "O", "H", "H", "H"], "positions_angstrom": [[-1.0505, 0.5802, 0.1700], [-1.4746, -0.6131, 0.1549], [-0.1818, -1.7889, 0.1546], [1.1865, -0.1999, -0.1979], [0.1292, 0.8558, -0.3042], [-1.9790, 1.3220, 0.1517], [1.7760, -0.2785, -1.0251], [1.5942, 0.1224, 0.8960]], "homo_lumo_gap_ha": 0.335, "lumo_ev": 0.55, "e_homo_ev": -8.56, "relative_energy_ev": 2.6785, "charge": 0}

=====

[4]
{"formula": "C29H48NP3RhS2", "method": "wB97M-V/def2-TZVPD", "elements": ["Rh", "P", "P", "P", "H", "C", "C", "H", "C", "C", "C", "C", "C", "C", "C", "C", "C", "H", "H", "H", "H", "H", "H", "H", "H", "H", "H", "H", "H", "H", "H", "H", "H", "H", "H", "H", "H", "H", "H", "H", "H", "H", "H", "H", "H", "H", "C", "C", "C", "C", "C", "C", "S", "H", "H", "H", "H", "H", "H", "N", "S", "C", "C", "C", "C", "C", "C", "C", "C", "C", "C", "C", "C", "H", "H", "H", "H", "H", "H", "H", "H", "H", "H", "H"], "positions_angstrom": [[0.2474, 0.4148, -0.4758], [2.1377, 1.5630, 0.6364], [-1.2782, 2.1164, 0.1116], [0.8452, 1.4990, -2.3523], [-0.6078, -2.2819, -0.2810], [0.1971, -1.9344, -0.9351], [1.4994, -1.6663, -0.5034], [1.8123, -1.9021, 0.5116], [2.6568, 1.0860, 2.3426], [2.0239, 3.3743, 0.9155], [3.7728, 1.3194, -0.1490], [-2.8762, 1.3646, -0.3545], [-1.6442, 2.6836, 1.8259], [-1.3686, 3.8158, -0.6274], [2.2398, 0.5754, -3.1151], [1.5417, 3.2019, -2.4736], [-0.7144, 1.7258, -3.3196], [0.0613, -2.2480, -1.9770], [2.3068, -1.6085, -1.2423], [2.7076, -0.0045, 2.4518], [1.9942, 1.5255, 3.1021], [3.6684, 1.4969, 2.4855], [1.1130, 3.6352, 1.4549], [2.0736, 3.9346, -0.0239], [2.8927, 3.6558, 1.5365], [3.8843, 0.2697, -0.4111], [4.5316, 1.5810, 0.6077], [3.9197, 1.9617, -1.0229], [-3.7042, 2.0830, -0.2983], [-3.0967, 0.5291, 0.3162], [-2.8239, 0.9798, -1.3774], [-2.1792, 3.6446, 1.8052], [-0.7206, 2.8365, 2.3940], [-2.2649, 1.9721, 2.3740], [-2.2398, 4.3514, -0.2201], [-1.4734, 3.8290, -1.7127], [-0.4857, 4.4045, -0.3582], [2.3884, 0.8970, -4.1573], [2.0728, -0.5121, -3.0950], [3.1490, 0.7901, -2.5495], [1.6756, 3.4554, -3.5408], [2.5245, 3.2546, -1.9986], [0.8655, 3.9440, -2.0363], [-0.4910, 1.7658, -4.3907], [-1.2362, 2.6497, -3.0487], [-1.3923, 0.8869, -3.1205], [-0.2961, -2.3297, -5.5217], [-1.3943, -2.2126, -6.3972], [-1.5420, -3.0999, -7.4744], [-0.6076, -4.1382, -7.6523], [0.4877, -4.2601, -6.7714], [0.6275, -3.3538, -5.7015], [-0.0674, -1.0181, -4.3866], [-0.2318, -1.2721, -3.0198], [-2.1075, -1.4049, -6.2360], [-2.3944, -2.9892, -8.1711], [-0.7572, -4.8708, -8.4468], [1.2073, -5.0701, -6.9347], [1.4699, -3.4320, -5.0165], [-0.1900, -0.2260, 1.4754], [-1.3772, -0.9764, 2.3284], [-1.7727, -0.0465, 3.8620], [-0.7846, 0.6957, 4.5376], [-1.1484, 1.3636, 5.6974], [-2.4198, 1.2407, 6.2503], [-3.3825, 0.4158, 5.6004], [-3.0432, -0.2074, 4.4050], [-0.6574, -2.4144, 3.1288], [-1.4508, -3.1219, 4.0416], [-0.8943, -4.1478, 4.8068], [0.4665, -4.4679, 4.6559], [1.2496, -3.7732, 3.7311], [0.6904, -2.7422, 2.9675], [0.5615, -0.0188, 2.1496], [0.2331, 0.7326, 4.1794], [-0.3938, 2.0134, 6.2120], [-2.6950, 1.7556, 7.1740], [-4.3601, 0.2857, 6.0367], [-3.7542, -0.8528, 3.9086], [-2.4882, -2.8293, 4.1872], [-1.5147, -4.6853, 5.5245], [0.9047, -5.2558, 5.2769], [2.3057, -4.0245, 3.6088], [1.3152, -2.1772, 2.2806]], "homo_lumo_gap_ha": [0.216, 0.139], "lumo_ev": [-7.95, -12.17], "e_homo_ev": [-13.83, -15.95], "relative_energy_ev": 1.7911, "spin_multiplicity": 5, "charge": 3}

=====

[5]
{"formula": "C28H21Cl72F2N2", "method": "wB97M-V/def2-TZVPD", "elements": ["C", "C", "C", "F", "C", "C", "C", "N", "F", "C", "C", "N", "C", "C", "H", "H", "H", "H", "H", "H", "H", "H", "H", "H", "H", "H", "H", "H", "H", "H", "H", "H", "H", "H", "H", "C", "Cl", "Cl", "Cl", "Cl", "C", "Cl", "Cl", "Cl", "Cl", "C", "Cl", "Cl", "Cl", "Cl", "C", "Cl", "Cl", "Cl", "Cl", "C", "Cl", "Cl", "Cl", "Cl", "C", "Cl", "Cl", "Cl", "Cl", "C", "Cl", "Cl", "Cl", "Cl", "C", "Cl", "Cl", "Cl", "Cl", "C", "Cl", "Cl", "Cl", "Cl", "C", "Cl", "Cl", "Cl", "Cl", "C", "Cl", "Cl", "Cl", "Cl", "C", "Cl", "Cl", "Cl", "Cl", "C", "Cl", "Cl", "Cl", "Cl", "C", "Cl", "Cl", "Cl", "Cl", "C", "Cl", "Cl", "Cl", "Cl", "C", "Cl", "Cl", "Cl", "Cl", "C", "Cl", "Cl", "Cl", "Cl", "C", "Cl", "Cl", "Cl", "Cl"], "positions_angstrom": [[-1.5603, 1.4672, -0.4842], [-2.1924, 0.0893, -0.2673], [-1.5039, -1.0601, -0.9738], [-1.7030, -0.9666, -2.3526], [-0.0036, -1.2291, -0.6852], [0.8625, -0.2973, -1.5386], [2.3179, -0.7222, -1.4606], [2.5117, -2.0584, -2.0724], [3.8600, -2.3738, -1.8505], [2.3653, -1.9962, -3.5717], [0.9644, -2.3231, -4.0861], [0.9253, -3.6095, -4.7602], [1.7299, -3.1316, -1.3983], [0.3704, -2.7298, -0.7954], [-2.2657, 2.2617, -0.2576], [-1.2350, 1.5896, -1.5196], [-0.6859, 1.6182, 0.1555], [-2.2664, -0.1258, 0.8005], [-3.2142, 0.1205, -0.6545], [-2.0037, -1.9829, -0.6604], [0.1341, -0.9073, 0.3503], [0.5027, -0.2086, -2.5639], [0.8373, 0.7090, -1.1247], [2.6047, -0.8050, -0.4086], [3.0096, -0.0219, -1.9216], [3.0926, -2.6767, -4.0116], [2.6527, -0.9903, -3.8651], [0.7466, -1.5661, -4.8442], [0.1971, -2.1996, -3.3193], [-0.0213, -3.9307, -4.9062], [1.4948, -4.3346, -4.3488], [1.5945, -3.9543, -2.0954], [2.3834, -3.5141, -0.6151], [0.3113, -3.1317, 0.2135], [-0.4067, -3.2366, -1.3682], [-3.7203, 4.8603, -1.3617], [-3.1678, 4.6743, -3.0284], [-4.6189, 3.4176, -0.8753], [-2.3276, 5.0780, -0.2896], [-4.7729, 6.2704, -1.2338], [1.1511, -2.6287, 3.6230], [2.3674, -2.4700, 4.8767], [1.9353, -2.3941, 2.0388], [0.4093, -4.2277, 3.6666], [-0.0939, -1.3925, 3.8278], [5.8932, -1.1973, 7.2119], [6.6105, -1.8662, 5.7412], [5.9046, 0.5645, 7.1161], [4.2140, -1.7624, 7.3279], [6.7820, -1.7275, 8.6330], [-8.1574, 2.2013, -3.1783], [-9.7115, 2.9201, -2.7524], [-8.3000, 1.3872, -4.7416], [-6.9157, 3.4504, -3.2773], [-7.6941, 1.0333, -1.9284], [-8.3896, -2.6623, -3.4983], [-7.2236, -2.5154, -2.1725], [-7.5494, -2.4532, -5.0384], [-9.1269, -4.2648, -3.4417], [-9.6401, -1.4298, -3.3448], [2.2236, 3.2000, 7.9656], [2.7672, 1.5560, 7.6174], [3.4506, 4.0095, 8.9404], [1.9844, 4.0838, 6.4527], [0.7029, 3.1384, 8.8630], [9.7224, -4.8601, 7.3985], [10.9070, -4.7050, 8.6962], [9.5198, -3.2995, 6.5926], [10.2706, -6.0495, 6.2163], [8.1718, -5.3778, 8.0720], [2.1644, 2.6121, 1.6539], [2.6545, 2.6069, -0.0527], [1.5433, 1.0124, 2.1034], [3.5743, 2.9752, 2.6526], [0.8920, 3.8007, 1.8726], [3.9554, 1.5594, 12.2236], [4.8034, 1.0421, 10.7597], [3.7849, 3.3182, 12.2224], [2.3533, 0.8172, 12.2662], [4.8801, 1.0573, 13.6407], [2.2409, 7.2206, 4.7010], [2.8655, 5.6367, 4.2147], [3.3649, 7.9827, 5.8241], [2.0500, 8.2343, 3.2675], [0.6701, 7.0063, 5.4827], [-9.5604, 6.6974, -4.6112], [-9.3875, 5.0740, -5.2805], [-8.2187, 7.0264, -3.5042], [-9.5593, 7.8843, -5.9161], [-11.0801, 6.8028, -3.7156], [-0.3240, -3.4932, -8.4295], [1.1884, -4.4026, -8.5188], [-0.8783, -3.0959, -10.0513], [-1.5508, -4.4645, -7.6018], [-0.0657, -2.0037, -7.5119], [9.3619, -7.3317, 2.2744], [8.2116, -7.9269, 1.0592], [10.9888, -7.3186, 1.5995], [8.9054, -5.7015, 2.7756], [9.3100, -8.4106, 3.6743], [-7.8736, 9.1266, 0.5372], [-6.9440, 8.6164, -0.8818], [-7.9309, 10.8858, 0.6023], [-9.5110, 8.4813, 0.4192], [-7.0843, 8.4975, 1.9877], [9.5178, -3.9996, -1.7532], [9.3407, -4.2650, -3.4902], [8.9761, -5.4323, -0.8751], [11.2100, -3.6819, -1.3714], [8.5352, -2.6081, -1.2684], [-5.8203, 4.7349, 4.0382], [-5.3747, 4.7680, 2.3273], [-6.6191, 3.2041, 4.4068], [-4.3652, 4.8948, 5.0281], [-6.9197, 6.0715, 4.3813], [-2.7785, 0.7118, -5.5133], [-2.9952, -0.9334, -6.1174], [-1.1127, 0.9028, -4.9182], [-3.0509, 1.8600, -6.8208], [-3.9082, 1.0253, -4.1959], [-2.6555, -7.1153, -10.6021], [-2.8351, -8.7827, -11.1480], [-1.0409, -6.8903, -9.9164], [-2.8702, -6.0177, -11.9676], [-3.8761, -6.7667, -9.3703]], "homo_lumo_gap_ha": 0.367, "lumo_ev": -2.26, "e_homo_ev": -12.24, "relative_energy_ev": 0.0000, "charge": 1}